# 1
Here is C5H10N2O in the gas phase in a non-equilibrium geometry from the OMol25 dataset. Energies are from ωB97M-V/def2-TZVPD.

Atoms and positions in Å:
C  -0.3068  0.5790  0.9522
C  -0.4850  0.7604  -0.5087
N  0.6368  -0.9891  -2.0737
N  0.4506  1.6640  1.5781
C  0.5261  -0.7524  1.1209
C  -1.4328  1.2249  -1.3072
C  0.0221  -2.0061  1.0947
O  0.7463  -0.0069  -1.0337
H  -1.2679  0.4687  1.4604
H  1.0011  -1.8316  -1.6301
H  1.3803  -0.7073  -2.7114
H  -0.0735  2.5304  1.4853
H  1.3122  1.8039  1.0547
H  1.4679  -0.6131  1.6506
H  -1.3078  1.2190  -2.3859
H  -2.3173  1.7075  -0.9010
H  0.5380  -2.8146  1.6011
H  -0.8901  -2.2364  0.5536

The calculation puts the orbital gap at 10.017 eV. The spin multiplicity is 1. Its total charge is 0. Its energy relative to the best compared isomer or geometry (same formula, charge and spin) is 458.63 kJ/mol. As for the SMILES: C=C[C@@H](N)C(=C)ON.

---

# 2
Here is C3H4N2O in the gas phase in a non-equilibrium geometry from the OMol25 dataset. Energies are from ωB97M-V/def2-TZVPD.

Atoms and positions in Å:
O  0.2494  1.1282  -1.5343
C  0.4233  0.8020  -0.1916
C  1.2294  -0.2426  0.2249
N  0.4519  -1.2298  0.7690
C  -0.7714  -0.7337  0.8008
N  -0.8060  0.5475  0.4107
H  0.2076  0.2266  -1.9108
H  2.2994  -0.3640  0.0975
H  -1.6947  -1.2897  0.8626
H  -1.5937  1.1760  0.3894

The calculation puts the orbital gap at 8.826 eV. The spin multiplicity is 1. Its total charge is 0. Its energy relative to the best compared isomer or geometry (same formula, charge and spin) is 255.26 kJ/mol. As for the SMILES: Oc1cnc[nH]1.

---

Summary of lowest unoccupied orbital energy in Ha
0.038, 0.013
(order as listed above)
Summary of DFT total energy in eV
-10370.5519, -8201.2398
(order as listed above)
Summary of molar mass in g mol⁻¹
114.15, 84.08
(order as listed above)